1.
The following is a quantum chemistry calculation of a 2-piece molecular cluster, CHN3O4 overall in a non-equilibrium geometry, from the OMol25 dataset.

```
9
Properties=species:S:1:pos:R:3
O 0.969 3.319 0.091
N 0.865 2.131 0.315
C 1.547 1.099 0.360
N 1.561 -0.126 0.531
O 2.329 -1.036 0.512
O -3.180 -1.754 -0.311
N -2.101 -1.762 0.174
O -0.966 -1.168 -0.384
H -1.025 -0.704 -1.288
```

## Properties
structure (SMILES)	O=NC#[N+][O-].O=NO
ΔE to the lowest compared entry with this formula, charge and spin	317.5	kJ/mol
E_LUMO (alpha / beta)	-1.944 / -1.943	eV
multiplicity	1



2.
The following is a quantum chemistry calculation of one molecule with the formula C2H6N4O2 in a non-equilibrium geometry, from the OMol25 dataset.

```
14
Properties=species:S:1:pos:R:3
H 0.220 -0.852 2.354
N 1.148 -1.022 1.781
C 1.148 -0.680 0.642
N 2.118 -0.941 -0.179
O 0.400 0.392 -0.025
C -0.835 0.587 0.584
O -1.008 0.454 1.787
N -1.862 0.702 -0.462
N -1.324 1.146 -1.721
H 2.515 -1.973 0.200
H 1.797 -0.775 -1.178
H -3.002 0.714 -0.203
H -0.637 0.303 -2.199
H -0.678 1.945 -1.380
```

## Properties
structure (SMILES)	[H]/N=C(/N)OC(=O)NN
ΔE to the lowest compared entry with this formula, charge and spin	322.7	kJ/mol
E_LUMO	0.475	eV
multiplicity	1



3.
The following is a quantum chemistry calculation of one molecule with the formula C4H7FN2S in a non-equilibrium geometry, from the OMol25 dataset.

```
15
Properties=species:S:1:pos:R:3
C 2.150 -1.180 0.332
N 1.329 -0.822 -0.735
N 0.135 -0.328 -0.108
C -0.195 0.968 -0.132
S 0.983 2.143 -0.233
C -1.641 1.220 0.211
C -2.703 0.426 -0.021
F -2.644 -0.900 -0.355
H 3.262 -1.080 0.021
H 1.794 -0.377 1.210
H 2.020 -2.278 0.758
H 1.679 0.025 -1.189
H -0.632 -0.873 -0.249
H -1.862 2.258 0.335
H -3.673 0.799 0.155
```

## Properties
structure (SMILES)	CNNC(=S)/C=C\F
ΔE to the lowest compared entry with this formula, charge and spin	285.3	kJ/mol
E_LUMO	-0.236	eV
multiplicity	1



4.
The following is a quantum chemistry calculation of C9H19BeO13S2 as an isolated structure in a non-equilibrium geometry, from the OMol25 dataset.

```
44
Properties=species:S:1:pos:R:3
Be -24.250 -16.202 -2.115
C -26.607 -14.552 -2.747
O -27.851 -14.585 -2.831
O -26.036 -14.290 -1.756
O -25.940 -15.050 -3.682
C -25.840 -18.510 -2.836
O -24.891 -18.256 -3.560
O -26.851 -18.968 -3.331
O -25.904 -18.100 -1.641
C -20.882 -17.283 -1.455
O -22.244 -17.544 -1.137
H -20.606 -17.189 -2.505
H -20.417 -16.480 -0.881
H -20.248 -18.127 -1.183
O -22.961 -13.966 -1.640
S -22.662 -12.573 -1.241
O -21.402 -12.283 -0.601
O -22.721 -11.644 -2.612
C -21.520 -11.444 -3.309
C -21.122 -12.580 -4.151
C -23.994 -11.810 -0.217
H -20.705 -11.275 -2.606
H -21.571 -10.497 -3.847
H -21.473 -12.435 -5.173
H -21.473 -13.577 -3.886
H -20.038 -12.651 -4.236
H -23.824 -10.735 -0.272
H -23.896 -12.222 0.787
H -24.853 -12.197 -0.765
O -21.404 -15.276 -5.999
S -22.422 -16.216 -5.514
O -23.010 -15.989 -4.186
O -23.704 -16.311 -6.606
C -23.349 -15.981 -7.949
C -23.739 -14.579 -8.165
C -21.869 -18.014 -5.578
H -23.892 -16.602 -8.661
H -22.321 -16.213 -8.227
H -23.791 -14.379 -9.235
H -22.991 -14.000 -7.624
H -24.749 -14.382 -7.805
H -21.120 -18.220 -4.812
H -21.436 -18.072 -6.576
H -22.692 -18.726 -5.525
```

## Properties
total charge	-2
E_LUMO (alpha / beta)	4.050 / 4.051	eV
multiplicity	2



5.
The following is a quantum chemistry calculation of a 2-piece molecular cluster, Br2O3PS overall in a non-equilibrium geometry, from the OMol25 dataset.

```
7
Properties=species:S:1:pos:R:3
O 1.398 -0.476 -1.450
O 1.603 1.578 -0.066
O 2.205 -0.718 0.859
P -1.686 -0.598 0.908
S 1.526 0.128 -0.129
Br -2.496 1.421 0.879
Br -2.549 -1.335 -1.001
```

## Properties
total charge	-1
ΔE to the lowest compared entry with this formula, charge and spin	221.0	kJ/mol
E_LUMO (alpha / beta)	2.280 / 3.166	eV
multiplicity	1



6.
The following is a quantum chemistry calculation of one molecule with the formula CH5N5 in a non-equilibrium geometry, from the OMol25 dataset.

```
11
Properties=species:S:1:pos:R:3
C -1.159 0.974 0.295
N -1.788 -0.491 -0.168
N -1.051 -1.377 -0.242
N 0.233 0.852 0.118
N 0.635 -0.350 0.498
N 1.763 -0.860 -0.011
H -1.559 1.717 -0.393
H -1.421 1.113 1.282
H 0.426 0.951 -0.909
H 1.899 -0.940 -1.062
H 2.021 -1.589 0.593
```

## Properties
ΔE to the lowest compared entry with this formula, charge and spin	213.5	kJ/mol
E_LUMO	0.964	eV
multiplicity	1



7.
The following is a quantum chemistry calculation of one molecule with the formula C4H6OS in a non-equilibrium geometry, from the OMol25 dataset.

```
12
Properties=species:S:1:pos:R:3
C -2.074 -0.735 -0.312
C -0.927 -0.504 0.326
C -0.068 0.673 -0.012
O 1.131 0.207 -0.646
C 2.225 0.314 0.083
S 3.569 -0.590 -0.167
H -2.669 -1.591 -0.098
H -2.378 -0.141 -1.184
H -0.522 -1.233 1.015
H -0.634 1.312 -0.748
H 0.241 1.321 0.800
H 2.106 0.967 0.943
```

## Properties
structure (SMILES)	C=CCOC=S
ΔE to the lowest compared entry with this formula, charge and spin	186.0	kJ/mol
E_LUMO	0.327	eV
multiplicity	1



8.
The following is a quantum chemistry calculation of one molecule with the formula C6H10, from the OMol25 dataset.

```
16
Properties=species:S:1:pos:R:3
C 1.859 -0.507 0.627
C 0.460 -1.051 0.353
C -1.742 -0.609 -0.740
C -1.908 0.732 -0.053
C -0.522 1.196 -0.549
C -0.248 -0.305 -0.795
H 2.358 -1.094 1.404
H 1.821 0.531 0.973
H 2.482 -0.536 -0.273
H 0.509 -2.113 0.085
H -0.133 -0.993 1.275
H -2.822 1.302 -0.253
H -1.888 0.531 1.030
H 0.123 1.749 0.142
H -0.589 1.756 -1.486
H 0.240 -0.589 -1.738
```

## Properties
ΔE to the lowest compared entry with this formula, charge and spin	391.3	kJ/mol
E_LUMO	0.084	eV
multiplicity	1



9.
The following is a quantum chemistry calculation of a 3-piece molecular cluster, C25H55BFN2O8P overall, from the OMol25 dataset.

```
93
Properties=species:S:1:pos:R:3
C -0.823 -5.720 1.586
C -0.550 -4.232 1.786
C -1.842 -3.402 1.739
C -1.687 -1.975 1.193
C -1.542 -0.936 2.315
C -1.039 0.492 1.940
B -1.730 0.798 0.546
O -3.024 1.314 0.492
O -1.107 0.414 -0.589
C -1.632 0.722 -1.874
C -1.458 1.479 3.120
N -2.682 1.311 3.845
C -3.916 1.957 3.432
C -5.015 1.006 2.938
C -5.943 1.605 1.874
C -6.570 0.538 0.984
C -0.270 1.371 4.078
O -0.216 1.758 5.216
N 0.752 0.722 3.432
C 0.534 0.592 1.979
C 1.172 1.840 1.323
C 1.248 1.999 -0.176
F 0.525 2.985 1.824
P 1.451 -1.023 1.642
C 3.205 -0.515 1.910
O 1.468 -1.096 -0.024
H -1.631 -6.044 2.247
H -1.141 -5.929 0.562
H 0.050 -6.331 1.818
H 0.145 -3.866 1.027
H -0.067 -4.103 2.757
H -2.567 -3.939 1.119
H -2.273 -3.356 2.744
H -0.842 -1.931 0.505
H -2.582 -1.734 0.610
H -2.534 -0.818 2.751
H -0.904 -1.350 3.103
H -3.102 2.271 0.454
H -1.948 1.765 -1.935
H -0.838 0.568 -2.598
H -2.478 0.079 -2.116
H -1.466 2.500 2.739
H -2.821 0.382 4.209
H -3.691 2.696 2.660
H -4.305 2.527 4.284
H -4.563 0.088 2.552
H -5.631 0.709 3.792
H -5.398 2.325 1.261
H -6.749 2.148 2.375
H -7.240 -0.100 1.564
H -5.797 -0.109 0.562
H -7.138 0.973 0.162
H 1.681 0.829 3.810
H 2.187 1.885 1.721
H 1.704 1.128 -0.640
H 0.266 2.170 -0.611
H 1.860 2.878 -0.387
H 3.391 -0.176 2.931
H 3.827 -1.393 1.731
H 3.517 0.251 1.200
H 1.725 -1.981 -0.301
C -2.841 1.016 -8.040
O -3.290 2.228 -7.464
C -3.924 2.065 -6.209
C -3.003 2.418 -5.061
O -1.905 1.527 -4.968
C -0.700 2.047 -5.498
H -2.225 1.277 -8.899
H -2.245 0.431 -7.335
H -3.685 0.408 -8.383
H -4.283 1.037 -6.090
H -4.791 2.732 -6.184
H -3.566 2.354 -4.124
H -2.650 3.449 -5.175
H -0.290 2.828 -4.848
H -0.847 2.460 -6.499
H 0.011 1.225 -5.552
C 8.870 -2.545 1.441
O 9.326 -1.835 0.306
C 8.455 -1.915 -0.807
C 7.611 -0.668 -0.958
O 6.710 -0.502 0.124
C 7.141 0.440 1.088
H 9.517 -2.272 2.273
H 7.837 -2.288 1.691
H 8.939 -3.627 1.282
H 7.805 -2.792 -0.723
H 9.071 -2.035 -1.704
H 7.020 -0.747 -1.875
H 8.262 0.208 -1.049
H 7.066 1.461 0.698
H 8.170 0.256 1.407
H 6.480 0.342 1.947
```

## Properties
structure (SMILES)	CCCCC[C@@]1(B(O)OC)[C@@H](NCCCC)C(=O)N[C@@]1([C@@H](C)F)P(C)O.COCCOC.COCCOC
E_LUMO	0.364	eV
multiplicity	1



10.
The following is a quantum chemistry calculation of one molecule with the formula C5H8O, from the OMol25 dataset.

```
14
Properties=species:S:1:pos:R:3
C -2.513 0.023 0.116
O -1.830 -1.084 -0.415
C -0.580 -0.728 -0.958
C 0.391 -0.185 0.012
C 1.557 0.357 -0.139
C 2.920 0.536 0.024
H -2.736 0.767 -0.667
H -3.450 -0.349 0.536
H -1.925 0.514 0.905
H -0.186 -1.649 -1.405
H -0.724 -0.001 -1.781
H 3.370 1.506 -0.161
H 3.591 -0.297 0.225
H 1.884 0.852 -1.146
```

## Properties
ΔE to the lowest compared entry with this formula, charge and spin	581.9	kJ/mol
E_LUMO (alpha / beta)	-0.345 / -0.344	eV
multiplicity	1



11.
The following is a quantum chemistry calculation of one molecule with the formula C3H6N2O, from the OMol25 dataset.

```
12
Properties=species:S:1:pos:R:3
C 1.625 0.395 0.412
N 0.251 0.696 0.104
C -0.685 -0.147 -0.171
N -0.589 -1.476 -0.232
C -1.892 1.072 -0.379
O -3.024 0.845 -0.653
H 2.103 -0.158 -0.409
H 2.179 1.324 0.565
H 1.701 -0.206 1.328
H -0.540 1.654 -0.024
H -1.403 -2.021 -0.472
H 0.275 -1.978 -0.069
```

## Properties
structure (SMILES)	CNC(N)=C=O
ΔE to the lowest compared entry with this formula, charge and spin	343.7	kJ/mol
E_LUMO	0.588	eV
multiplicity	1



12.
The following is a quantum chemistry calculation of a 6-piece molecular cluster, C30H30ClO10 overall in a non-equilibrium geometry, from the OMol25 dataset.

```
71
Properties=species:S:1:pos:R:3
Cl -25.783 21.502 21.772
C -30.908 20.900 24.499
C -29.517 21.499 24.142
C -28.526 21.342 25.021
C -28.779 20.750 26.343
C -30.078 20.360 26.714
C -31.098 20.372 25.704
O -32.369 19.874 26.085
O -27.293 21.906 24.878
H -31.715 21.173 23.691
H -29.414 21.976 23.178
H -28.029 20.642 26.964
H -30.282 19.776 27.738
H -32.831 19.930 25.264
H -27.028 21.591 24.016
C -21.201 22.054 24.751
C -19.776 22.478 24.510
C -19.482 22.515 23.121
C -20.360 22.251 22.100
C -21.775 22.013 22.518
C -22.225 21.986 23.800
O -23.512 21.654 24.104
O -18.158 22.667 22.763
H -21.347 21.884 25.671
H -19.100 22.677 25.502
H -20.147 22.112 21.072
H -22.370 21.784 21.612
H -24.365 21.355 23.310
H -17.375 22.346 23.248
C -25.652 24.244 18.971
C -25.500 25.553 18.234
C -25.444 25.685 16.847
C -25.633 24.483 16.133
C -25.787 23.168 16.803
C -25.660 23.116 18.183
O -25.632 21.922 18.757
O -25.512 26.918 16.318
H -25.377 24.165 20.056
H -25.534 26.267 18.835
H -25.818 24.464 15.093
H -25.956 22.245 16.142
H -25.644 21.961 19.644
H -25.778 26.595 15.548
C -30.100 16.985 20.872
C -28.624 17.213 21.118
C -28.194 18.580 21.148
C -29.221 19.589 20.826
C -30.528 19.286 20.756
C -31.030 17.982 20.834
O -32.344 17.727 20.651
O -26.818 18.813 21.240
H -30.225 15.916 21.192
H -28.103 16.315 21.401
H -28.764 20.567 20.778
H -31.248 19.965 20.586
H -32.615 17.087 19.832
H -26.575 19.700 21.531
C -25.743 26.702 23.143
C -26.315 25.269 22.986
C -27.668 25.305 22.401
C -28.249 26.421 21.969
C -27.721 27.645 22.313
C -26.480 27.807 22.753
O -25.898 29.073 22.920
O -28.182 24.074 22.194
H -24.923 27.080 23.616
H -25.916 24.455 23.287
H -29.232 26.519 21.505
H -28.376 28.451 22.127
H -24.790 29.142 22.830
H -27.488 23.525 22.607
```

## Properties
total charge	-1
ΔE to the lowest compared entry with this formula, charge and spin	216.1	kJ/mol
E_LUMO	2.282	eV
multiplicity	1